--- A ---
An isolated molecule of C3H8N2O. Source: the Open Molecules 2025 dataset; level of theory: the ωB97M-V functional and the def2-TZVPD basis.

As for the total charge: 0. The LUMO energy comes out at 0.855 eV. Its HOMO energy is -9.5884 eV. Its HOMO-LUMO gap is 10.4 eV. Its structure (SMILES) is NCCNC=O.

Cartesian coordinates (Å):
1 N 2.320 0.461 0.319
2 C 0.916 0.468 0.735
3 C 0.052 -0.211 -0.320
4 N -1.352 -0.278 0.086
5 C -2.267 -0.562 -0.898
6 O -3.452 -0.683 -0.692
7 H 2.667 1.299 -0.093
8 H 2.860 0.165 1.101
9 H 0.811 -0.074 1.672
10 H 0.554 1.497 0.835
11 H 0.423 -1.225 -0.508
12 H 0.141 0.287 -1.284
13 H -1.817 -0.464 0.962
14 H -1.856 -0.681 -1.915


--- B ---
An isolated molecule of C3H8N2O. Source: the Open Molecules 2025 dataset; level of theory: the ωB97M-V functional and the def2-TZVPD basis.

As for the total charge: 0. The LUMO energy comes out at 0.867 eV. Its HOMO energy is -9.5514 eV. Its HOMO-LUMO gap is 10.4 eV. Its structure (SMILES) is NCCNC=O.

Cartesian coordinates (Å):
1 N 1.462 1.809 -0.413
2 C 0.505 0.985 0.269
3 C 0.366 -0.367 -0.426
4 N -0.473 -1.532 0.086
5 C -1.786 -1.449 0.442
6 O -2.454 -2.231 1.192
7 H 1.115 2.417 -1.155
8 H 2.109 2.322 0.229
9 H -0.586 1.317 0.238
10 H 0.610 0.737 1.362
11 H 0.027 -0.197 -1.454
12 H 1.489 -0.778 -0.581
13 H -0.067 -2.504 0.221
14 H -2.317 -0.530 -0.011


--- C ---
A structure of composition C3H8N2O. Source: the Open Molecules 2025 dataset; level of theory: the ωB97M-V functional and the def2-TZVPD basis.

As for the total charge: 0. The LUMO energy comes out at -1.114 eV. Its HOMO energy is -9.2280 eV. Its HOMO-LUMO gap is 8.1 eV.

Cartesian coordinates (Å):
1 C -1.396 0.120 -0.769
2 N -1.196 0.262 0.704
3 C 0.036 -0.523 1.059
4 C 1.112 0.234 0.360
5 N 1.483 -0.559 -0.858
6 O 1.076 1.492 0.704
7 H -2.483 0.154 -1.088
8 H -0.784 0.749 -1.389
9 H -0.958 -0.942 -1.055
10 H -0.922 1.292 0.878
11 H 0.182 -0.524 2.109
12 H -0.034 -1.621 0.674
13 H 2.133 -0.253 0.264
14 H 1.751 0.119 -1.592


Stability summary - winner: A; margin: 19.7 kcal/mol.


--- A ---
An isolated molecule of C18H20N2O4S. Source: the Open Molecules 2025 dataset; level of theory: the ωB97M-V functional and the def2-TZVPD basis.

As for the total charge: 0. The LUMO energy comes out at 0.235 eV. Its HOMO energy is -9.0581 eV. Its HOMO-LUMO gap is 9.3 eV. Its structure (SMILES) is Cc1ccc(C(=O)Nc2ccc(S(=O)(=O)N3CCOCC3)cc2)cc1.

Cartesian coordinates (Å):
1 C 3.134 4.044 -3.141
2 C 3.289 3.146 -1.954
3 C 4.236 2.129 -1.938
4 C 4.380 1.314 -0.831
5 C 3.556 1.485 0.277
6 C 3.770 0.635 1.474
7 O 4.871 0.369 1.907
8 N 2.653 0.199 2.151
9 C 1.324 0.133 1.751
10 C 0.959 -0.019 0.411
11 C -0.375 -0.081 0.062
12 C -1.347 -0.010 1.043
13 S -3.060 -0.106 0.553
14 O -3.276 0.731 -0.589
15 O -3.896 0.080 1.706
16 N -3.126 -1.706 0.014
17 C -4.229 -1.968 -0.894
18 C -4.072 -3.389 -1.434
19 O -4.051 -4.329 -0.384
20 C -3.002 -4.066 0.514
21 C -3.111 -2.658 1.105
22 C -1.004 0.107 2.377
23 C 0.329 0.174 2.732
24 C 2.617 2.514 0.276
25 C 2.491 3.332 -0.828
26 H 3.711 3.678 -3.987
27 H 3.480 5.048 -2.897
28 H 2.088 4.116 -3.431
29 H 4.873 1.978 -2.797
30 H 5.124 0.533 -0.814
31 H 2.857 -0.161 3.076
32 H 1.721 -0.094 -0.348
33 H -0.682 -0.186 -0.965
34 H -4.180 -1.227 -1.691
35 H -5.192 -1.877 -0.371
36 H -4.919 -3.657 -2.067
37 H -3.140 -3.456 -2.014
38 H -3.075 -4.820 1.299
39 H -2.034 -4.161 -0.002
40 H -2.247 -2.439 1.736
41 H -4.026 -2.570 1.707
42 H -1.790 0.154 3.114
43 H 0.610 0.268 3.771
44 H 1.997 2.684 1.144
45 H 1.763 4.130 -0.821


--- B ---
A structure of composition C18H20N2O4S. Source: the Open Molecules 2025 dataset; level of theory: the ωB97M-V functional and the def2-TZVPD basis.

As for the total charge: 0. The LUMO energy comes out at 0.405 eV. Its HOMO energy is -8.2816 eV. Its HOMO-LUMO gap is 8.7 eV.

Cartesian coordinates (Å):
1 C 1.920 2.959 -2.511
2 C 2.605 3.938 -1.768
3 H 1.886 4.449 -1.077
4 H 3.187 4.691 -2.446
5 O 3.878 3.494 -1.095
6 C 3.549 2.996 0.182
7 O 4.464 2.676 0.787
8 C 2.316 2.609 0.767
9 C 2.263 1.888 1.906
10 N 1.000 1.521 2.479
11 C 1.149 0.605 3.746
12 O 0.324 0.050 4.164
13 C 2.672 0.352 3.666
14 H 2.761 0.739 4.942
15 H 2.927 -0.751 3.801
16 S 3.556 1.437 2.623
17 C -0.347 2.032 1.952
18 H -1.006 1.941 2.930
19 H -0.300 2.873 1.875
20 C -0.843 1.195 0.988
21 O -0.681 1.517 -0.218
22 N -1.152 0.022 1.464
23 C -1.595 -1.215 0.663
24 C -1.864 -2.277 1.307
25 C -2.053 -3.754 0.657
26 C -2.469 -3.524 -0.837
27 C -2.174 -2.204 -1.679
28 C -1.773 -1.228 -0.693
29 H -1.601 -0.064 -1.342
30 C -2.564 -2.365 -2.999
31 H -1.737 -1.990 -3.503
32 H -3.352 -2.011 -3.210
33 C -2.570 -3.946 -3.131
34 H -3.189 -4.184 -4.055
35 H -1.512 -4.231 -3.501
36 C -2.973 -4.573 -1.603
37 H -2.331 -5.613 -1.633
38 H -4.176 -4.452 -1.631
39 H -2.393 -4.456 1.109
40 H -1.609 -2.369 2.452
41 H -1.178 -0.257 2.234
42 H 1.243 3.271 0.411
43 H 2.809 2.452 -3.049
44 H 1.475 2.367 -1.979
45 H 1.454 3.389 -3.149


Stability summary - winner: A; margin: 421.0 kcal/mol.


--- A ---
An isolated molecule of C5H8FNO. Source: the Open Molecules 2025 dataset; level of theory: the ωB97M-V functional and the def2-TZVPD basis.

As for the total charge: 0. The LUMO energy comes out at 0.781 eV. Its HOMO energy is -9.6337 eV. Its HOMO-LUMO gap is 10.4 eV. Its structure (SMILES) is O=C[C@]1(F)CCNC1.

Cartesian coordinates (Å):
1 O -2.589 -0.893 0.349
2 C -2.145 0.165 0.016
3 C -0.627 0.415 -0.052
4 F -0.424 1.770 -0.475
5 C 0.127 -0.370 -1.120
6 C 1.457 -0.734 -0.416
7 N 1.555 0.059 0.834
8 C 0.169 0.292 1.271
9 H -2.786 1.046 -0.240
10 H -0.461 -1.257 -1.384
11 H 0.285 0.264 -1.987
12 H 1.459 -1.782 -0.077
13 H 2.339 -0.627 -1.020
14 H 1.811 1.029 0.566
15 H -0.214 -0.560 1.839
16 H 0.043 1.184 1.896


--- B ---
An isolated molecule of C5H8FNO. Source: the Open Molecules 2025 dataset; level of theory: the ωB97M-V functional and the def2-TZVPD basis.

As for the total charge: 0. The LUMO energy comes out at 0.800 eV. Its HOMO energy is -9.0303 eV. Its HOMO-LUMO gap is 9.8 eV. Its structure (SMILES) is O[C@@H]1[C@@H]2NC[C@H](F)[C@H]12.

Cartesian coordinates (Å):
1 O -1.514 -1.192 -1.103
2 C -1.438 -0.756 0.221
3 C -0.877 0.620 0.385
4 N -0.161 1.005 -0.818
5 C 1.220 0.704 -0.470
6 C 1.218 -0.597 0.336
7 F 1.366 -1.668 -0.519
8 C -0.152 -0.565 0.998
9 H -0.915 -0.566 -1.544
10 H -2.314 -1.050 0.773
11 H -1.402 1.404 0.951
12 H -0.319 1.991 -1.065
13 H 1.813 0.615 -1.395
14 H 1.704 1.473 0.174
15 H 2.011 -0.640 1.060
16 H -0.239 -0.778 2.017


Stability summary - winner: A; margin: 20.7 kcal/mol.